Below is a structure of composition C29H44AsN4O3PtSi3, with properties calculated with ωB97M-V/def2-TZVPD.

E_HOMO (spin up / spin down)	-10.65 / -10.65	eV
net charge	+1

```
85
Properties=species:S:1:pos:R:3:forces:R:3
Pt -0.441278 -0.311718 -0.590667 3.26 -0.18 2.80
As 0.127535 -0.104442 -2.868516 -0.56 -0.44 -0.48
Si 2.125328 1.169378 -3.259826 0.45 0.39 0.15
Si -1.722122 0.955397 -3.918152 -0.78 0.44 -0.27
Si 0.312026 -2.337964 -3.669699 -0.10 -0.65 -0.11
O 1.702875 0.022697 -0.234264 -1.51 0.04 -2.22
O 0.018842 0.140552 1.735448 -0.92 -0.15 -0.38
O 3.511039 -0.104335 1.055429 -0.23 -0.04 -0.58
N -4.317407 -1.469913 0.843718 0.16 0.39 0.02
N -2.209889 -1.322407 0.260260 -0.68 1.14 -1.07
N -2.357131 1.596314 0.204606 0.05 -0.30 0.13
N -4.483511 1.589815 0.756123 -0.14 -0.28 0.05
C -2.800155 2.883257 0.274522 -0.11 0.01 0.00
C 1.910301 2.704016 -2.185800 -0.03 -0.36 -0.14
C 1.551317 -1.239552 2.981843 -0.35 -0.08 0.12
C 0.172186 -2.371684 -5.557259 0.06 0.14 0.41
C 1.933529 -3.039934 -3.009414 -0.24 0.32 -0.11
C -1.654181 0.874033 -5.802431 0.21 -0.13 0.38
C 1.692727 1.224651 3.071224 -0.29 0.01 0.07
C 0.759556 1.499545 4.074829 0.12 0.00 -0.01
C -3.286806 0.086879 -3.287382 0.44 -0.04 0.01
C 1.370882 0.031844 2.171019 1.31 0.03 -0.62
C -3.839320 -2.751561 0.760793 0.16 -0.28 0.04
C 0.996384 2.499878 5.000954 -0.09 -0.03 -0.01
C -1.737545 2.761808 -3.355769 0.24 -0.38 0.00
C 2.049753 1.566612 -5.111642 -0.18 -0.17 0.42
C -3.310137 -0.619169 0.538916 0.13 -0.58 -0.03
C 2.311270 -0.030652 0.895435 -0.58 0.04 1.91
C -1.151223 -3.222867 -2.860322 0.25 0.29 -0.09
C -2.535384 -2.644035 0.401565 0.06 -0.21 -0.01
C -3.384686 0.828823 0.504258 0.17 0.52 -0.14
C 0.627137 -3.197906 4.036182 0.00 -0.03 -0.03
C 3.088343 2.982823 3.933461 -0.02 0.00 0.01
C 2.166931 3.241771 4.934148 0.05 0.05 0.03
C -4.121126 2.900227 0.613593 0.05 0.18 -0.01
C 0.489980 -2.116001 3.177017 0.05 0.13 -0.06
C 2.893702 -2.548530 4.488746 -0.04 0.05 -0.05
C 3.631046 0.136644 -2.819301 -0.40 0.03 -0.03
C 2.760272 -1.467200 3.635254 -0.03 -0.05 -0.04
C 1.825634 -3.411524 4.694907 0.04 -0.14 0.01
C 2.857039 1.977510 3.002821 0.00 -0.02 -0.09
H -0.719905 1.286549 -6.183527 0.02 0.02 -0.03
H -2.069591 -2.641994 -2.964254 -0.04 -0.02 0.00
H 3.472856 -0.347055 -1.856774 0.03 0.02 0.03
H -1.742969 -0.149022 -6.166301 0.00 -0.03 -0.01
H 3.595463 1.760271 2.245741 0.02 0.02 0.00
H 0.689695 -1.529122 -6.017948 0.02 -0.01 -0.03
H -1.324970 -4.215990 -3.275620 0.08 -0.02 -0.11
H 1.759839 0.686618 -5.688871 0.04 -0.01 -0.05
H -1.136917 3.386978 -4.017588 0.06 0.00 -0.01
H -4.141985 0.763300 -3.283442 0.03 0.11 -0.05
H 1.331840 2.360757 -5.320576 -0.03 0.01 0.01
H -0.943305 -3.336338 -1.796134 0.02 0.02 -0.01
H 2.222416 -2.505940 -2.102164 0.04 -0.04 0.03
H 3.023990 1.893401 -5.475550 0.08 0.01 0.06
H -1.809087 -3.423560 0.259876 -0.01 -0.01 -0.04
H -4.807450 3.713322 0.765247 -0.07 -0.03 0.02
H 1.078642 3.320816 -2.528159 0.00 0.00 -0.05
H -3.542787 -0.769193 -3.912576 0.02 -0.05 -0.01
H 3.590485 -0.795956 3.470830 0.01 0.05 0.04
H 3.837271 -0.627458 -3.569306 -0.01 0.02 -0.06
H 1.836828 -4.095967 -2.755932 -0.11 -0.04 -0.05
H 1.938284 -4.257615 5.359437 -0.03 0.01 0.05
H -0.212173 -3.861387 4.201690 0.02 -0.04 -0.02
H 2.810199 3.319510 -2.175029 0.07 -0.02 -0.07
H 4.005698 3.553538 3.880324 0.01 0.02 -0.01
H 4.515704 0.767712 -2.723464 -0.01 0.11 -0.08
H -4.448139 -3.614312 0.959170 -0.04 0.02 0.05
H 0.278158 2.682629 5.789642 0.00 0.03 -0.01
H 2.743002 -2.945867 -3.733044 0.03 0.06 -0.01
H -2.748327 3.170185 -3.339034 -0.07 -0.08 -0.06
H 0.607149 -3.287085 -5.959747 0.03 -0.06 0.05
H -5.253037 -1.224075 1.118734 0.01 0.02 0.01
H 2.365311 4.008870 5.670654 -0.01 0.03 -0.01
H -0.872600 -2.337078 -5.867389 -0.03 0.02 0.01
H -1.328486 2.838118 -2.348942 0.00 0.07 0.09
H -3.131575 -0.271118 -2.267373 -0.05 -0.01 0.02
H 3.827068 -2.702557 5.013420 0.02 -0.04 -0.04
H -2.149638 3.718276 0.081820 0.01 0.03 -0.01
H -0.450019 -1.933418 2.672883 -0.03 -0.01 0.05
H -0.167829 1.078901 1.597669 -0.07 0.09 0.16
H -0.134703 0.892569 4.145400 -0.01 0.00 0.04
H -2.472181 1.453637 -6.232182 -0.07 0.05 0.08
H -5.403902 1.270800 1.006134 -0.01 0.04 0.00
H 1.707945 2.387270 -1.161772 0.04 0.01 0.02
```
Forces are in eV/Å.



Below is an isolated molecule of C16H21N5O3S, with properties calculated with ωB97M-V/def2-TZVPD.

E_HOMO	-7.79	eV
SMILES string	COc1ccc(NC(=O)CSc2nnnn2C2CCCC2)c(OC)c1

```
46
Properties=species:S:1:pos:R:3:forces:R:3
S 1.504394 2.572327 -1.324752 -0.03 -0.05 -0.10
O -4.186844 -3.070679 -0.614934 -0.03 0.26 -0.14
O 2.026260 -1.046253 -1.041072 0.00 -0.19 0.10
O -2.160634 0.682383 -2.730970 0.32 -0.41 0.08
N -0.763607 1.830069 -0.017616 0.27 0.48 -0.87
N 1.012819 1.167919 1.032624 -1.06 0.60 -1.10
N 0.256347 -0.160959 -2.182501 -0.32 0.08 -0.42
N -0.061007 0.782231 1.709871 0.54 -0.64 0.98
N -1.091742 1.182743 1.084325 -0.99 -0.08 0.40
C -1.753734 -2.918924 -0.709205 -0.45 -0.18 0.10
C -3.030958 -2.444594 -0.967673 0.25 0.05 -0.04
C 2.374277 0.911136 1.442613 0.70 -0.29 0.09
C -0.808537 -0.988975 -1.788055 -0.07 -0.10 0.13
C 2.300696 1.087785 -2.067092 0.01 0.22 0.26
C -4.101976 -4.276947 0.104778 0.02 -0.16 0.09
C 2.405712 0.242624 2.822870 -0.14 0.01 0.13
C -3.394056 1.362478 -2.770449 -0.20 0.18 -0.02
C 2.667581 1.389836 3.794084 0.16 -0.07 -0.03
C 1.516379 -0.169905 -1.711654 0.34 0.24 -0.35
C 3.149356 2.239607 1.596207 0.14 0.10 0.08
C -2.103244 -0.503858 -2.059629 0.08 -0.22 0.12
C -0.650087 -2.186918 -1.119924 0.07 0.20 -0.14
C 0.551042 1.821460 -0.065801 0.39 0.04 0.32
C -3.197923 -1.233746 -1.645828 -0.07 0.06 -0.04
C 3.676195 2.245856 3.034355 -0.09 0.03 0.08
H -4.205337 -0.896004 -1.820599 -0.12 0.09 -0.05
H 3.760983 3.255580 3.431848 0.10 0.04 0.01
H -3.584566 -4.138561 1.059141 0.00 -0.01 -0.04
H 1.747642 1.950699 3.964859 -0.06 0.03 0.04
H -0.071753 0.666022 -2.670001 0.23 -0.01 0.14
H 2.817253 0.256143 0.686128 -0.13 0.13 0.11
H 2.470451 3.080875 1.446349 0.05 -0.04 -0.04
H -3.789655 1.509119 -1.762573 0.02 -0.01 -0.02
H 3.046568 1.044464 4.753665 -0.05 0.01 0.09
H -1.593479 -3.846554 -0.185620 -0.03 -0.10 0.06
H 0.342644 -2.544147 -0.903203 0.03 0.01 -0.01
H -4.125959 0.828479 -3.384250 0.04 0.01 0.04
H 3.322248 1.005046 -1.696502 -0.15 -0.16 -0.06
H -5.130705 -4.580191 0.293096 0.09 -0.02 0.01
H 1.477803 -0.285643 3.027365 0.13 -0.11 0.01
H -3.595788 -5.055960 -0.474494 0.00 0.03 0.03
H -3.180563 2.330110 -3.221538 -0.08 -0.05 0.04
H 3.231111 -0.468455 2.852323 0.03 -0.01 -0.04
H 2.311927 1.268616 -3.141216 0.02 -0.03 -0.01
H 3.952324 2.327271 0.866151 -0.04 0.06 -0.06
H 4.660144 1.776396 3.074498 0.06 0.01 0.05
```
Forces are in eV/Å.



Below is a structure of composition C53H45Br2F7N5O6Sn, with properties calculated with ωB97M-V/def2-TZVPD.

E_HOMO (spin up / spin down)	-3.61 / -3.62	eV
net charge	-1

```
119
Properties=species:S:1:pos:R:3:forces:R:3
Sn -23.222024 3.844602 0.357485 1.29 -0.17 -0.48
Br -20.335909 1.836136 -4.114427 0.34 -0.76 0.29
Br -19.724540 -3.746860 -3.198396 -0.11 0.39 0.35
F -21.863136 0.804594 8.826594 0.23 -0.29 -0.54
F -26.277502 0.263504 -1.561550 1.34 1.29 -0.08
F -26.419615 2.213279 -2.492098 1.32 -0.26 0.54
F -26.213175 2.130694 2.236838 0.91 -1.69 -0.76
F -24.466535 0.986954 1.411625 -1.41 0.42 -0.24
F -24.404642 1.542469 -1.756288 -1.28 -0.46 -0.52
F -26.482025 0.167490 1.182225 0.43 0.95 0.12
O -23.507806 5.803598 -0.348067 0.71 -0.82 -0.10
O -21.620264 8.537368 -1.937436 0.47 -0.82 -0.01
O -20.798503 1.785105 -1.014307 -0.13 1.85 0.57
O -20.943941 4.808974 -1.012867 0.43 -0.03 0.31
O -19.615677 8.074718 -0.901561 -1.20 -1.50 -0.08
O -25.168414 3.443954 -0.091370 -2.80 -2.55 0.40
N -23.867952 4.696464 2.487268 -2.44 0.48 2.29
N -27.298280 5.589469 3.101472 0.28 -0.71 -1.45
N -25.324017 5.423006 4.323055 -2.54 0.65 1.88
N -27.276078 6.320094 5.266967 2.28 -0.67 1.44
N -21.646604 -0.373084 0.494658 0.91 1.59 0.99
C -21.206442 -2.972065 -0.369332 0.20 1.10 0.25
C -25.723050 1.550238 -1.525986 -1.44 -0.53 1.88
C -18.017080 3.540438 1.507959 1.27 -0.81 -0.04
C -23.774280 4.631098 -2.978216 0.94 1.42 0.23
C -21.485020 2.763151 7.608788 -0.56 0.50 -0.53
C -22.917034 4.527742 -5.246085 -0.09 -0.41 1.34
C -27.102723 8.714734 -1.264232 0.78 0.00 1.22
C -19.747393 9.452903 -2.965820 0.81 -0.27 -0.62
C -20.321553 9.058070 -1.620157 -1.18 0.59 0.03
C -25.759735 1.307735 1.166993 0.36 1.07 0.58
C -20.853387 3.316709 3.987643 0.22 0.55 -1.24
C -19.878783 5.640885 -1.029169 1.92 0.20 -0.19
C -17.828711 6.153044 0.601810 0.03 -0.21 0.53
C -21.050020 -0.535925 -0.669016 0.71 -1.19 -1.87
C -23.255705 5.971371 -2.810453 -0.15 -1.13 -1.49
C -19.882516 -0.903992 -3.253281 -0.50 -0.85 -0.83
C -25.090917 7.944776 -0.139541 1.50 -1.18 -0.22
C -19.466739 5.167130 -4.749873 -0.42 -0.09 0.82
C -18.786059 5.325350 0.051714 -0.43 -1.45 -0.20
C -21.919893 7.488985 -1.003011 -1.55 1.35 0.15
C -23.376794 3.873268 -4.056507 -0.24 0.74 -1.61
C -24.660919 4.945557 3.335765 2.86 -0.22 -2.95
C -26.005997 2.218795 -0.076321 1.17 2.08 -1.61
C -21.768585 -1.375097 1.303093 -1.44 -0.10 1.98
C -26.416021 8.641984 -2.458190 -0.08 0.38 -0.04
C -21.042901 2.676126 5.170151 -0.75 0.07 2.21
C -20.680986 0.668354 -1.473140 -0.30 -1.79 -2.07
C -21.333536 0.612684 6.460989 0.37 0.63 0.60
C -20.492789 10.253560 -0.661395 -0.08 -0.72 0.99
C -19.844732 4.986957 -3.402420 0.82 0.49 -1.33
C -22.868834 6.602971 -4.012705 0.97 -0.10 0.77
C -27.478374 2.662235 -0.012252 -0.54 -0.13 -0.74
C -20.295385 0.364587 -2.878162 -0.03 0.46 1.76
C -21.667718 -2.710233 0.906044 0.32 -0.47 0.04
C -20.192606 -2.007342 -2.484093 0.05 0.13 1.33
C -18.004973 6.314267 -2.754977 2.13 1.09 0.14
C -20.558469 6.973095 -0.562667 1.68 1.09 1.14
C -17.054494 4.399446 2.081706 -1.37 -1.21 0.48
C -20.774284 -1.860381 -1.161456 -0.12 -0.60 -1.14
C -16.996526 5.667309 1.647204 0.40 2.51 -2.02
C -24.478968 7.618132 -1.356502 0.64 0.65 -1.48
C -21.314749 3.390037 6.388513 0.34 2.07 -0.41
C -23.190104 6.615370 -1.426851 -1.93 1.68 0.80
C -18.755284 3.961635 0.443031 -0.99 0.81 -0.26
C -18.326655 5.864957 -5.073531 0.21 0.18 -0.89
C -17.496842 6.328041 -4.077215 0.21 0.06 0.87
C -21.559719 1.375238 7.628610 0.19 0.22 -0.68
C -19.175240 5.685461 -2.399722 -1.47 -0.46 -0.88
C -26.625568 5.760957 4.226719 2.59 -0.67 -0.23
C -22.701726 5.894714 -5.226712 0.31 0.39 0.10
C -21.040775 1.267376 5.252266 -0.11 -0.72 1.16
C -25.099990 8.130516 -2.502612 -0.56 -0.35 0.26
C -26.351478 8.404964 -0.080258 -2.01 0.94 -1.51
H -20.478015 6.847518 0.547080 -0.60 0.36 -0.88
H -19.409428 -1.154844 -4.219432 -0.40 0.69 0.42
H -20.430632 10.198264 -3.359287 0.01 0.35 -0.05
H -18.727330 9.894374 -2.890124 -0.68 -0.35 -0.01
H -20.891258 4.402078 3.882844 0.06 -0.43 -0.05
H -27.699847 3.337386 -0.866450 0.27 -0.37 0.73
H -20.697242 2.665795 3.143049 0.08 0.38 -0.53
H -26.929337 9.038808 -3.346132 0.49 -0.44 0.17
H -26.720046 6.413382 6.172505 -1.48 0.15 -2.02
H -16.452728 6.615991 -4.345335 -1.09 0.29 0.58
H -21.353505 4.554808 6.292183 0.11 -2.31 0.41
H -27.699496 3.138123 0.938489 0.25 0.30 -0.12
H -20.992799 9.897122 0.283175 0.65 0.18 -0.82
H -23.472931 2.790269 -4.002894 -0.43 0.23 -0.35
H -20.771522 0.738011 4.349380 -0.15 -0.36 0.06
H -18.098409 6.060577 -6.130620 0.12 -0.36 0.45
H -19.516148 10.682953 -0.399152 -0.27 -0.09 -0.07
H -16.214568 6.389850 1.909667 -0.25 -0.51 0.54
H -26.745146 8.539359 0.894707 -0.71 0.26 0.71
H -17.656836 7.165378 0.269870 -0.32 0.14 -0.01
H -21.972348 -3.456969 1.648864 0.27 -0.01 -0.58
H -17.398630 6.849729 -2.001958 -0.42 -0.52 -0.32
H -22.586404 7.659683 -3.959948 0.14 -0.46 -0.10
H -22.211472 6.403019 -6.098946 -0.93 -0.42 0.83
H -16.469331 4.112818 2.920041 0.56 -0.51 0.45
H -24.577523 4.259863 -2.370006 0.55 -0.42 1.16
H -28.222638 5.920670 3.021826 -0.95 0.17 -0.20
H -28.194229 1.824131 -0.057478 0.43 0.02 -0.19
H -28.115591 6.786699 5.027992 -0.62 0.52 0.63
H -21.283905 -0.458724 6.619000 -0.14 -0.02 -0.46
H -21.119112 -3.960180 -0.785560 -0.01 -0.24 0.06
H -21.152263 11.006094 -1.052493 -0.13 0.42 -0.49
H -19.757671 8.632967 -3.731691 0.18 0.39 1.04
H -24.599295 7.735615 0.793800 0.29 -0.31 0.14
H -22.372992 8.049284 -0.132755 0.63 -0.91 -0.28
H -22.798777 3.953387 -6.150069 0.37 -0.15 -0.08
H -20.047999 4.796219 -5.578717 -0.28 -0.39 0.18
H -28.138573 9.080663 -1.222883 0.56 -0.22 0.06
H -20.582613 4.273655 -3.125248 -0.84 0.02 -0.03
H -19.388470 3.261014 -0.086669 -0.21 -0.11 0.08
H -18.065310 2.467392 1.741683 0.09 0.58 0.23
H -24.631086 8.051902 -3.473490 -0.04 -0.09 0.11
H -26.901145 5.101664 2.282314 -0.10 0.56 0.79
H -21.682790 3.353770 8.502609 0.09 -0.28 -0.13
H -22.077395 -1.127765 2.380125 0.18 -0.41 -1.59
```
Forces are in eV/Å.



Below is an isolated molecule of C4H6N2O, with properties calculated with ωB97M-V/def2-TZVPD.

E_HOMO	-6.78	eV
SMILES string	Nc1ccc(O)[nH]1

```
13
Properties=species:S:1:pos:R:3:forces:R:3
O 2.334572 -1.197281 0.360399 0.15 0.11 -0.05
N 0.032519 -1.031184 -0.045449 -0.02 0.11 0.16
N -2.212943 -0.146466 0.137656 -0.40 -0.05 -0.14
C -0.900063 -0.026834 -0.256439 -0.06 0.25 0.20
C -0.244456 1.145981 -0.469937 -0.33 -0.17 0.04
C 1.263620 -0.435778 0.023117 -0.11 -0.07 0.04
C 1.143854 0.892869 -0.222616 -0.05 -0.05 0.29
H 1.801919 1.614611 0.197313 0.82 0.52 -0.50
H 3.094866 -0.606113 0.289842 0.05 -0.29 0.01
H -0.155814 -1.998771 0.156320 0.03 0.14 0.03
H -2.670476 0.687106 0.452328 -0.05 -0.13 -0.05
H -2.748981 -0.979922 0.074271 -0.21 -0.31 -0.26
H -0.738621 2.081782 -0.696800 0.19 -0.06 0.24
```
Forces are in eV/Å.



Which formula does entry 3 have?
C53H45Br2F7N5O6Sn